Entry 1:
Here is a molecular structure, C25H45F3NdO3P2S from the OMol25 dataset. Energies are from wB97M-V/def2-TZVPD.

Properties
- energy (eV) = -85630.7289
- relative energy (zero: lowest compared OMol25 entry of this formula, charge and spin) (kJ/mol) = 209.9
- ⟨S²⟩ = 3.755

```
! wB97M-V def2-TZVPD RIJCOSX def2/J DEFGRID3
* xyz 1 4
Nd -0.22994 0.05411 0.25647
C 0.69576 -1.51870 1.89203
C 1.83227 -0.93422 1.16227
C 0.78198 0.77348 2.40071
C 0.10261 -0.46408 2.67132
C 1.88559 0.50183 1.48048
C 0.43480 -3.01594 2.02415
H 0.68816 -3.60486 1.12378
H -0.60146 -3.27165 2.28577
H 1.07167 -3.39389 2.83748
C -0.90899 -0.65584 3.77719
H -1.30267 -1.67448 3.82020
H -1.75367 0.03251 3.71752
H -0.40338 -0.45232 4.72767
C 0.55931 2.10033 3.09607
H 1.26435 2.17507 3.93327
H -0.44731 2.19404 3.50699
H 0.71552 2.99027 2.46345
C 3.09343 1.42007 1.43184
H 3.69239 1.17073 2.31876
H 2.81891 2.47797 1.53356
H 3.75740 1.33662 0.56299
C 3.01467 -1.81759 0.87136
H 3.36723 -2.15022 1.85359
H 3.82573 -1.28303 0.38384
H 2.75218 -2.71116 0.30182
C 0.54073 -1.14171 -3.07814
C 1.21305 -2.09081 -2.39668
C 2.39609 -2.82514 -2.98656
C 3.67701 -1.93183 -3.04827
C 3.47459 -0.50162 -2.55339
C 2.81759 0.40449 -3.28794
C 2.18229 0.07024 -4.62447
C 0.87189 -0.76719 -4.50353
H 2.15879 -3.18327 -4.00139
H 3.99003 -1.88823 -4.10165
H 2.59907 -3.72913 -2.38940
H 0.96520 -1.66680 -5.12988
H -0.25797 -0.51140 -2.66606
H 1.02285 -2.38378 -1.35747
H 0.03492 -0.18868 -4.92234
H 2.00888 0.99777 -5.18728
H 2.87826 1.46872 -3.05147
H 2.89768 -0.50532 -5.22859
H 4.51819 -2.41287 -2.52819
H 4.05942 -0.19038 -1.68556
P -2.44542 -1.43359 0.04741
C -3.18269 -1.71652 1.63666
H -4.12049 -2.17699 1.32714
H -3.41224 -0.83591 2.23400
H -2.62031 -2.43208 2.23680
C -3.66159 -0.62317 -0.94121
H -4.50446 -1.30081 -0.81574
H -3.37508 -0.58084 -1.99381
H -3.92524 0.37422 -0.58783
C -2.23444 -3.06130 -0.57991
H -1.98178 -3.05794 -1.63751
H -3.23518 -3.45949 -0.43202
H -1.50943 -3.65672 -0.02441
P -0.28219 2.48533 -0.85946
C 1.18276 3.41988 -0.54851
H 1.10955 4.13202 -1.36643
H 2.14553 2.91490 -0.55996
H 1.08533 3.94695 0.40454
C -1.08561 2.53899 -2.43090
H -0.36007 2.39396 -3.22227
H -1.45987 3.56043 -2.45360
H -1.93386 1.85079 -2.54989
C -1.35122 3.61798 -0.00688
H -1.10173 4.53771 -0.52500
H -1.14152 3.71562 1.05425
H -2.39872 3.37118 -0.14545
F -4.86923 2.42373 4.33566
C -4.08963 1.38448 3.97702
F -3.34566 1.00099 5.03095
F -4.86035 0.35296 3.56816
S -3.00152 2.11711 2.26262
O -4.31859 2.39774 1.72305
O -2.22944 3.24131 2.91287
O -2.24068 1.25495 1.22334
*
```

=====

Entry 2:
Here is a molecular structure, C25H45F3P2W from the OMol25 dataset. Energies are from wB97M-V/def2-TZVPD.

Properties
- energy (eV) = -55190.5030
- relative energy (zero: lowest compared OMol25 entry of this formula, charge and spin) (kJ/mol) = 355.8
- ⟨S²⟩ = 2.021

```
! wB97M-V def2-TZVPD RIJCOSX def2/J DEFGRID3
* xyz 2 3
W -0.47637 -0.37295 -0.44061
C -2.17258 1.45912 0.72411
C -2.58185 0.66587 -0.41338
C -2.21854 -0.74328 1.40217
C -1.93694 0.59491 1.81323
C -2.68349 -0.71324 0.04109
C -2.15754 2.94447 0.77980
H -2.21230 3.39021 -0.22087
H -1.25150 3.33004 1.27024
H -3.01994 3.31384 1.35859
C -1.61776 1.03640 3.18886
H -0.79618 1.76782 3.19912
H -1.31994 0.19521 3.82075
H -2.49747 1.50674 3.65944
C -2.40872 -1.93005 2.26561
H -3.46906 -2.01815 2.54918
H -1.80676 -1.88397 3.17541
H -2.12788 -2.84968 1.74143
C -3.46937 -1.81492 -0.59154
H -4.51800 -1.72946 -0.27068
H -3.09463 -2.79403 -0.27796
H -3.47230 -1.79818 -1.68461
C -3.30169 1.20247 -1.59903
H -4.33720 1.45720 -1.32133
H -3.39332 0.47074 -2.40517
H -2.82571 2.11002 -1.99620
C 1.33568 0.48164 -0.89743
C 0.18536 1.34040 -1.24421
C -0.18103 1.60147 -2.68409
C -0.94442 0.41913 -3.32933
C -1.10331 -0.74578 -2.37287
C 0.04167 -1.58844 -2.03944
C 1.37691 -1.28450 -2.70453
C 2.15242 -0.17131 -1.98852
H 0.71296 1.84279 -3.29414
H -0.45900 0.09064 -4.26498
H -0.81294 2.50268 -2.72529
H 2.53157 0.56188 -2.71548
H 1.93522 0.88240 -0.08763
H 0.10450 2.20833 -0.59224
H 3.06504 -0.59983 -1.55020
H 1.98288 -2.19803 -2.73280
H -0.18343 -2.65939 -1.96422
H 1.20933 -1.00553 -3.75999
H -1.93723 0.77527 -3.63935
H -2.01626 -1.31784 -2.54833
P 2.32172 3.52575 0.96896
C 2.29947 4.39132 2.60015
H 2.70583 5.40872 2.49931
H 2.90018 3.81183 3.31757
H 1.26242 4.43518 2.95968
C 4.02470 2.84849 1.13693
H 4.76415 3.62610 0.89703
H 4.15131 1.99482 0.45818
H 4.16553 2.49991 2.17034
C 2.71511 4.97196 -0.09843
H 2.70621 4.62714 -1.14475
H 3.71043 5.37340 0.15933
H 1.93856 5.74234 0.03809
P 0.61962 -3.69206 0.33577
C -0.47840 -4.90252 -0.49608
H 0.13021 -5.61692 -1.06278
H -1.14056 -4.35801 -1.18187
H -1.08982 -5.42236 0.25311
C 2.17423 -4.00729 -0.56412
H 1.99536 -3.95349 -1.64240
H 2.54183 -5.00334 -0.29461
H 2.91254 -3.24565 -0.28669
C 0.96171 -4.49597 1.94138
H 1.34040 -5.51211 1.75625
H 0.03202 -4.52415 2.52894
H 1.70407 -3.90039 2.49334
F 0.46670 -1.39144 2.61059
C 0.94596 -0.63794 1.55796
F 1.17888 0.62473 2.11437
F 2.21076 -1.15112 1.34186
*
```

=====

Entry 3:
Here is a molecular structure, C25H45N2P3SScSe from the OMol25 dataset. Energies are from wB97M-V/def2-TZVPD.

Properties
- energy (eV) = -154358.5187
- relative energy (zero: lowest compared OMol25 entry of this formula, charge and spin) (kJ/mol) = 0.0

```
! wB97M-V def2-TZVPD RIJCOSX def2/J DEFGRID3
* xyz 3 1
Sc -0.48772 -0.15723 -0.69871
P 0.84138 -2.33714 -0.82096
P 0.09464 -0.10076 1.86846
P 2.10698 1.36116 -0.63860
H -1.95508 3.08780 -5.04042
C -0.88652 2.96204 -5.20753
C -0.35307 1.72401 -5.25006
H -0.96762 0.87079 -5.55032
C -0.36359 -3.69872 -1.05073
C 1.87412 -3.02323 0.53506
C 1.95253 -2.56506 -2.25457
C -0.77796 1.35820 2.54432
C -0.70374 -1.49777 2.76825
C 1.65833 -0.03585 2.82623
C 2.68639 1.84942 -2.29522
C 3.51867 0.38346 -0.05588
C 2.17908 2.86721 0.36594
H -0.28687 3.84816 -5.39570
H 0.73772 1.61432 -5.14345
H -1.36784 -3.28890 -1.23446
H -0.40622 -4.31431 -0.14288
H -0.07180 -4.32916 -1.90273
H 1.28777 -3.11549 1.45858
H 2.73539 -2.37580 0.74400
H 2.24012 -4.01854 0.24307
H 1.63314 -1.89872 -3.06612
H 1.86740 -3.60624 -2.59470
H 2.99693 -2.33225 -2.00473
H -0.43988 1.48392 3.58096
H -1.86954 1.21413 2.52451
H -0.52817 2.26115 1.96802
H 0.00439 -1.93021 3.48475
H -1.01734 -2.29356 2.08236
H -1.58481 -1.14741 3.31510
H 1.36662 -0.00675 3.88724
H 2.25693 0.85874 2.60476
H 2.26841 -0.93697 2.65984
H 3.55582 2.50434 -2.15660
H 1.90357 2.37139 -2.85966
H 2.95772 0.94685 -2.85897
H 4.40244 1.01194 -0.23870
H 3.62707 -0.55351 -0.61303
H 3.47135 0.16298 1.01373
H 2.97712 3.49021 -0.06005
H 2.40839 2.63130 1.41447
H 1.22621 3.41003 0.32737
C -1.73274 2.30181 -2.51268
C -1.20299 3.55864 -2.16215
C -2.08110 4.62180 -2.03548
C -3.44852 4.46123 -2.30004
C -3.95422 3.21826 -2.70220
C -3.10688 2.12167 -2.79252
S -0.62869 1.02963 -2.87959
H 0.56265 1.39898 -1.26034
H -0.11430 3.67664 -2.08361
H -1.69935 5.60035 -1.75045
H -4.11555 5.30877 -2.15701
H -5.01972 3.07808 -2.89438
H -3.47395 1.11414 -3.02767
C -4.13592 -3.81070 0.19247
N -4.21125 -2.64441 1.05005
C -3.72158 -1.41386 0.73340
Se -2.97710 -0.93769 -0.89790
N -3.92186 -0.63348 1.84561
C -4.45706 -1.40372 2.89954
C -4.49003 -1.15359 4.26685
C -4.67335 -2.25687 5.11247
C -4.79924 -3.56106 4.59599
C -4.79399 -3.79383 3.21806
C -4.63099 -2.68597 2.39154
H -4.25136 -3.50329 -0.85137
H -4.94146 -4.49061 0.47513
H -3.17963 -4.33731 0.31184
H -3.62215 0.33749 1.91068
H -4.39289 -0.11733 4.61831
H -4.71980 -2.11124 6.19420
H -4.90261 -4.39753 5.28025
H -4.87662 -4.78085 2.76703
*
```

=====

Entry 4:
Here is 5 unconnected molecules or ions with the total composition C25H46BN2O8 from the OMol25 dataset. Energies are from wB97M-V/def2-TZVPD.

Properties
- energy (eV) = -46703.0052

```
! wB97M-V def2-TZVPD RIJCOSX def2/J DEFGRID3
* xyz 1 1
N 4.11141 2.48566 -1.46182
C 5.25029 1.76101 -0.88270
C 5.45607 1.96067 0.61099
N 4.78730 0.94740 1.47783
C 3.74776 0.25491 0.96886
C 3.10710 -0.69993 1.68938
C 3.53376 -0.96517 2.98878
C 2.82571 -2.04003 3.75793
O 3.31323 -3.11657 3.89684
O 1.61086 -1.68480 4.22059
C 4.58811 -0.24851 3.50406
C 5.21176 0.73384 2.74882
C 6.31804 1.51698 3.36219
B 5.96818 2.20630 4.76180
O 6.90700 3.02270 5.34224
O 4.78445 1.96769 5.37482
H 3.39271 1.85259 -1.78883
H 3.65798 3.07925 -0.77971
H 5.17091 0.70490 -1.12386
H 6.15455 2.13023 -1.35991
H 6.51586 1.91487 0.81755
H 5.07745 2.93356 0.91522
H 3.42313 0.47740 -0.03132
H 2.29124 -1.24658 1.24253
H 1.12081 -1.30439 3.47519
H 4.94297 -0.43972 4.50248
H 7.13313 0.81938 3.56546
H 6.74076 2.28026 2.72067
H 7.20424 3.73894 4.77520
H 4.46940 2.71858 5.88790
C -2.46206 -2.39882 0.95782
C -2.38037 -1.07798 0.19440
C -1.41185 -0.28219 1.04834
O -0.51071 -1.23133 1.64595
C -1.03214 -2.55990 1.45227
H -2.79412 -3.23766 0.35000
H -3.14324 -2.30159 1.80520
H -1.95390 -1.24629 -0.79754
H -3.33964 -0.57759 0.06943
H -1.93095 0.25215 1.84931
H -0.83439 0.43859 0.46761
H -0.40416 -3.06164 0.70858
H -0.96804 -3.11979 2.38544
C -6.00832 2.47977 1.58424
C -6.87048 1.34059 1.04222
C -6.33800 1.19712 -0.37660
O -4.95238 1.56592 -0.32690
C -4.66669 2.18504 0.92810
H -5.94948 2.50759 2.67094
H -6.39322 3.44105 1.23905
H -6.68368 0.42650 1.61037
H -7.93862 1.54543 1.07114
H -6.84956 1.87377 -1.06742
H -6.42039 0.18242 -0.76350
H -4.07991 1.48196 1.53347
H -4.06872 3.08193 0.76181
C -4.43218 -0.04586 -4.68279
C -5.26457 0.03716 -5.96209
C -6.56141 -0.63534 -5.52815
O -6.70802 -0.35820 -4.13414
C -5.49342 0.17931 -3.61335
H -3.62511 0.68362 -4.63406
H -3.99826 -1.04352 -4.58241
H -5.44810 1.08157 -6.22178
H -4.80450 -0.45050 -6.81975
H -6.51109 -1.72043 -5.66810
H -7.43633 -0.26003 -6.05875
H -5.63848 1.24679 -3.41595
H -5.25851 -0.31518 -2.67067
C 1.71229 -2.94185 -1.73426
C 3.23104 -3.00940 -1.57520
C 3.67091 -1.71798 -2.25334
O 2.61250 -0.77354 -2.04682
C 1.44926 -1.45290 -1.55734
H 1.16958 -3.55556 -1.01779
H 1.42588 -3.25775 -2.73849
H 3.49836 -2.99262 -0.51474
H 3.68058 -3.89343 -2.02187
H 3.80964 -1.85950 -3.32862
H 4.59655 -1.31267 -1.83936
H 1.32153 -1.18916 -0.49923
H 0.57074 -1.10952 -2.10385
*
```

=====

Entry 5:
Here is a molecular structure, C25H46BrIrN6OSSi from the OMol25 dataset. Energies are from wB97M-V/def2-TZVPD.

Properties
- energy (eV) = -129243.1406

```
! wB97M-V def2-TZVPD RIJCOSX def2/J DEFGRID3
* xyz 2 1
Ir -0.23980 -0.37754 -0.10914
N -2.70154 2.76564 -1.49736
C -1.69981 1.93378 -1.22645
S -1.37352 1.52716 0.46339
N -0.93925 1.49404 -2.19921
N 0.06667 0.75054 -1.68705
C 1.27479 0.83061 -2.12135
C 2.27312 0.34624 -1.18314
C 3.63498 0.34363 -1.41736
C 4.49025 0.00157 -0.37982
C 3.95655 -0.32314 0.85828
C 2.58315 -0.31588 1.02264
N 1.75539 0.01208 0.02878
H -3.27536 3.15210 -0.76873
H -2.80922 3.11658 -2.43625
H 1.50369 1.40081 -3.01250
H 4.01361 0.61426 -2.39332
H 5.56067 -0.00128 -0.53413
H 4.59030 -0.57776 1.69550
H 2.12396 -0.57603 1.96656
C -4.24444 -2.20938 -1.70667
N -3.93218 -2.31060 -0.28176
C -4.92982 -3.00486 0.53607
C -4.82574 -2.56050 1.97726
C -3.39074 -2.70680 2.42451
N -2.50211 -1.95984 1.51617
C -1.28647 -1.52343 2.15707
C -2.81591 -1.77895 0.21560
O -2.06830 -1.11340 -0.57703
H -5.11739 -1.57257 -1.85167
H -4.46933 -3.20580 -2.08745
H -3.40298 -1.79945 -2.25088
H -4.78884 -4.08529 0.44149
H -5.90867 -2.76202 0.12419
H -5.47274 -3.16794 2.60774
H -5.14358 -1.52070 2.07502
H -3.08517 -3.75743 2.43457
H -3.25130 -2.30436 3.42749
H -1.43660 -0.64136 2.78028
H -0.37558 -1.33542 1.53154
H -0.88974 -2.34302 2.76273
C -1.34902 -5.73296 0.02151
C -0.11868 -6.16007 -0.79838
C -0.52065 -6.04742 -2.27667
C 0.18898 -7.63874 -0.48714
Si 1.45010 -5.13737 -0.42960
Br 0.54902 -2.92680 -0.39935
C 2.15383 -5.31276 1.33664
C 2.96328 -4.09065 1.80082
C 1.03616 -5.51468 2.37046
C 3.07568 -6.54954 1.37289
C 2.73255 -5.03210 -1.83244
C 3.11763 -6.46764 -2.24667
C 4.00455 -4.30353 -1.37106
C 2.22436 -4.28184 -3.07424
H -2.17961 -6.39298 -0.24584
H -1.65321 -4.71020 -0.21280
H -1.20116 -5.81465 1.09579
H -1.44008 -6.61869 -2.43173
H 0.22893 -6.46046 -2.94954
H -0.72062 -5.01434 -2.57037
H -0.67488 -8.24326 -0.77598
H 0.36690 -7.81620 0.57324
H 1.04726 -8.01631 -1.04513
H 2.34916 -3.18753 1.82019
H 3.83843 -3.89546 1.18631
H 3.31035 -4.27588 2.82109
H 0.32614 -4.68229 2.37097
H 1.48476 -5.56636 3.36617
H 0.48167 -6.43893 2.21875
H 3.94961 -6.43830 0.73192
H 2.56009 -7.46776 1.08834
H 3.43873 -6.68442 2.39518
H 3.48657 -7.06670 -1.41283
H 3.92052 -6.41251 -2.98638
H 2.28921 -7.00291 -2.71022
H 4.53316 -4.83362 -0.58045
H 3.78979 -3.28686 -1.02806
H 4.68803 -4.22735 -2.22114
H 1.32928 -4.71801 -3.50931
H 3.00746 -4.31542 -3.83662
H 2.02106 -3.23172 -2.85789
*
```

=====

Entry 6:
Here is a molecular structure, C25H46Cl2CrN3O6Si from the OMol25 dataset. Energies are from wB97M-V/def2-TZVPD.

Properties
- energy (eV) = -104774.2938
- relative energy (zero: lowest compared OMol25 entry of this formula, charge and spin) (kJ/mol) = 282.9
- ⟨S²⟩ = 6.027

```
! wB97M-V def2-TZVPD RIJCOSX def2/J DEFGRID3
* xyz -1 5
C 2.67558 -0.80481 -2.21245
C 3.28195 -0.22975 -0.97647
H 3.15322 -0.40983 -3.11517
H 1.59486 -0.58426 -2.26147
H 2.78282 -1.90348 -2.22802
C 4.41433 0.48958 -0.92678
C 5.28857 0.77859 -2.09532
H 4.76323 0.88671 0.02714
H 4.86501 0.42813 -3.04119
H 6.26752 0.29880 -1.96898
H 5.48043 1.85449 -2.18457
Cr -0.50854 0.10792 0.48497
Cl -0.91620 -0.33515 -1.67868
C 0.54959 -0.10121 3.23478
O -0.28649 0.48851 2.49685
N 0.78644 0.29231 4.48830
C 0.25759 1.56351 4.98248
C 1.51524 -0.52016 5.45257
H 1.11382 -0.98407 2.86792
H -0.38290 2.01045 4.21849
H 1.08662 2.24489 5.22939
H -0.31093 1.37962 5.90464
H 1.81259 -1.47024 4.99651
H 0.87720 -0.71352 6.32663
H 2.41350 0.00614 5.79901
H -5.66858 -0.20542 2.39319
H -5.99855 -2.34830 1.04174
C -5.18267 0.23391 1.51118
C -5.48413 -1.85459 0.20695
N -4.58168 -0.82927 0.70831
H -4.41279 0.94659 1.81481
C -3.28936 -0.81240 0.38608
O -2.48313 0.00312 0.93558
H -4.90700 -2.59401 -0.35370
H -2.93840 -1.51977 -0.38042
H -5.95921 0.74086 0.92087
H -6.24743 -1.41260 -0.44660
H 1.69346 1.93257 -2.27499
H 3.25052 3.26130 -0.52377
C 0.89573 2.63508 -1.99060
C 2.35667 3.90066 -0.44784
N 1.13900 3.13180 -0.64137
H -0.06987 2.12773 -2.03935
C 0.30270 2.91725 0.38346
O -0.71944 2.18198 0.33498
H 2.32518 4.35967 0.54493
H 0.56273 3.45424 1.31227
H 0.93259 3.48618 -2.68611
H 2.42729 4.67674 -1.22163
O 1.37953 0.34520 0.28655
C 2.47319 -0.48265 0.29265
C 3.28080 0.97776 2.19538
C 3.25526 -0.28375 1.60118
H 2.75068 1.79613 1.69467
C 3.97686 1.16749 3.39057
H 2.15835 -1.53722 0.24532
C 3.90745 -1.36108 2.19929
H 3.96609 2.15822 3.85575
C 4.67907 0.10547 3.96943
C 4.64520 -1.16016 3.36808
H 3.83457 -2.34199 1.71272
H 5.25117 0.26185 4.89215
H 5.18486 -1.99992 3.81243
Si -3.39984 -1.03302 -6.10508
Cl -1.55958 -0.94862 -7.05389
C -3.89026 0.75061 -5.81167
C -3.08815 -2.03930 -4.56183
C -4.60525 -1.86992 -7.27651
H -3.11810 1.27017 -5.22822
H -4.84378 0.81418 -5.26942
H -4.00297 1.27609 -6.77089
H -4.71094 -1.29198 -8.20511
H -5.59723 -1.95654 -6.80998
H -4.25853 -2.87779 -7.54228
H -2.32765 -1.55462 -3.93088
H -2.72148 -3.04001 -4.83420
H -4.00682 -2.15833 -3.96995
C -1.89646 -2.27963 3.08103
O -1.06395 -2.67212 1.95216
C -0.36486 -1.97565 1.04882
O 0.49465 -2.57677 0.40387
H -2.12462 -1.21039 3.09757
H -1.37024 -2.58193 3.99233
H -2.80571 -2.87629 2.96940
*
```

=====

- The highest energy belongs to which entry?
  C25H46BN2O8

=====

- Which of these has the lowest energy?
  C25H45N2P3SScSe

=====

- Look up the energy of the fifth one.
  -129243.1406 eV